[1]
The following is a DFT calculation (ωB97M-V/def2-TZVPD) of a structure of composition C17H11F10N3O4SeTc in a non-equilibrium geometry.

CARTESIAN COORDINATES (ANGSTROEM)
Tc  -0.098  -0.754  -0.211
C  -0.170  2.071  1.206
N  -0.014  1.464  -0.125
C  -1.146  1.827  -0.980
C  -2.386  1.082  -0.476
N  -1.947  -0.088  0.255
C  -2.864  -0.978  0.694
C  -2.439  -2.017  1.555
F  -1.201  -1.922  2.094
C  -3.228  -3.102  1.873
F  -2.751  -4.080  2.646
C  -4.534  -3.175  1.391
F  -5.298  -4.230  1.674
C  -5.031  -2.114  0.639
F  -6.300  -2.130  0.234
C  -4.226  -1.035  0.308
F  -4.796  -0.039  -0.384
C  1.255  1.902  -0.712
C  2.362  1.108  -0.027
N  1.870  -0.263  0.037
C  2.823  -1.235  0.202
C  2.719  -2.437  -0.530
F  1.680  -2.549  -1.370
C  3.670  -3.442  -0.473
F  3.539  -4.547  -1.201
C  4.804  -3.276  0.325
F  5.739  -4.225  0.353
C  4.944  -2.108  1.068
F  6.026  -1.941  1.832
C  3.972  -1.117  1.010
F  4.137  -0.019  1.769
H  -0.199  3.162  1.122
H  0.661  1.777  1.843
H  -1.086  1.723  1.672
H  -0.916  1.490  -1.992
H  -1.306  2.909  -0.982
H  -2.980  0.772  -1.344
H  -3.015  1.708  0.167
H  1.394  2.982  -0.599
H  1.247  1.642  -1.770
H  2.590  1.506  0.969
H  3.283  1.147  -0.621
O  -1.106  -3.483  -3.042
Se  -1.411  -2.250  -2.152
O  -0.578  -0.906  -2.543
O  -0.800  -2.421  -0.533
O  -2.932  -1.916  -1.932

Atoms 1-2, force components in eV/Å:
0.716 2.374 -1.861
-0.037 -0.068 0.261

Multiplicity ... 2
Energy relative to the best compared isomer or geometry (same formula, charge and spin) ... 42.6 kcal/mol
HOMO (alpha / beta) ... -8.15 / -8.13 eV
DFT total energy ... -4600.291547 Eh

---

[2]
The following is a DFT calculation (ωB97M-V/def2-TZVPD) of a cluster of 2 separate species, CH2Cl2FN in total in a non-equilibrium geometry.

CARTESIAN COORDINATES (ANGSTROEM)
C  1.368  0.937  1.124
N  0.777  -0.056  0.717
F  2.656  1.053  1.472
Cl  1.630  -1.560  0.687
Cl  -3.169  -1.102  -1.988
H  0.796  1.773  0.967
H  -4.058  -1.045  -2.978

Atoms 1-2, force components in eV/Å:
2.320 -0.337 -0.161
-0.790 -2.865 -0.457

Energy relative to the best compared isomer or geometry (same formula, charge and spin) ... 31.8 kcal/mol
SMILES ... F/C=N\Cl.Cl
HOMO ... -10.76 eV
DFT total energy ... -1114.247458 Eh

---

[3]
The following is a DFT calculation (ωB97M-V/def2-TZVPD) of a structure of composition C18H21N2OPbS4 in a non-equilibrium geometry.

CARTESIAN COORDINATES (ANGSTROEM)
Pb  0.907  -0.063  -1.641
C  -1.565  -2.120  -0.654
N  -1.174  -0.970  0.170
C  -2.170  0.099  0.272
C  -1.592  1.368  0.946
N  -0.452  1.933  0.263
C  0.444  2.593  1.215
C  -0.772  2.705  -0.895
C  -2.090  3.083  -1.175
C  -2.404  3.852  -2.276
C  -1.402  4.263  -3.139
C  -0.116  3.844  -2.930
C  0.231  3.034  -1.844
S  1.920  2.476  -1.698
C  -0.609  -1.361  1.452
C  -1.479  -1.733  2.519
C  -1.019  -2.056  3.788
C  0.337  -1.985  4.068
C  1.192  -1.600  3.044
C  0.765  -1.283  1.726
S  2.044  -0.841  0.585
H  -2.460  -2.665  -0.260
H  -0.709  -2.797  -0.776
H  -1.838  -1.778  -1.695
H  -3.031  -0.204  0.878
H  -2.496  0.346  -0.737
H  -1.272  1.032  1.925
H  -2.449  2.076  1.121
H  -0.114  3.420  1.716
H  1.329  2.991  0.745
H  0.742  1.820  1.912
H  -2.899  2.755  -0.575
H  -3.432  4.075  -2.475
H  -1.651  4.883  -3.980
H  0.647  4.072  -3.655
H  -2.532  -1.808  2.289
H  -1.745  -2.411  4.503
H  0.717  -2.253  5.051
H  2.262  -1.536  3.254
C  4.293  -4.238  -1.142
O  4.310  -2.900  -1.635
C  3.188  -2.415  -2.186
S  1.837  -3.328  -2.470
S  3.375  -0.738  -2.531
H  5.266  -4.330  -0.668
H  4.201  -4.960  -1.960
H  3.463  -4.347  -0.446

Atoms 1-2, force components in eV/Å:
0.000 0.190 -0.132
-0.639 0.329 -0.708

Energy relative to the best compared isomer or geometry (same formula, charge and spin) ... 0.0 kcal/mol
Charge ... -1
HOMO ... -4.44 eV
DFT total energy ... -2668.972255 Eh

---

[4]
The following is a DFT calculation (ωB97M-V/def2-TZVPD) of a cluster of 2 separate species, C3H9N3O2 in total in a non-equilibrium geometry.

CARTESIAN COORDINATES (ANGSTROEM)
C  -1.876  -1.649  1.533
N  -0.985  1.281  -0.324
C  -1.643  0.183  -0.074
N  -1.086  -0.669  0.800
H  -1.200  -2.392  1.945
H  -2.610  -2.101  0.873
H  -2.382  -1.128  2.349
H  0.965  1.773  -0.479
H  -1.563  1.949  -0.842
H  -2.590  -0.132  -0.505
H  -0.243  -0.299  1.250
N  2.768  -0.158  -0.860
C  2.530  1.106  -1.405
O  1.913  1.963  -0.514
O  2.876  1.443  -2.491
H  2.610  -0.198  0.134
H  2.516  -0.972  -1.393

Atoms 1-2, force components in eV/Å:
0.391 -0.290 -0.252
-0.332 -0.012 -0.105

Multiplicity ... 2
Energy relative to the best compared isomer or geometry (same formula, charge and spin) ... 34.6 kcal/mol
Charge ... +1
HOMO (alpha / beta) ... -13.18 / -13.18 eV
DFT total energy ... -434.124606 Eh

---

[5]
The following is a DFT calculation (ωB97M-V/def2-TZVPD) of the ion C9H13F3NOS with charge +1 in a non-equilibrium geometry.

CARTESIAN COORDINATES (ANGSTROEM)
C  -0.473  -0.976  0.074
C  -1.749  1.068  0.173
C  -1.690  -0.273  0.099
C  0.773  -0.533  0.496
C  2.503  -1.446  -0.817
C  3.150  -0.734  1.388
C  -0.086  2.659  -1.133
C  2.012  -1.313  0.710
C  -3.020  -0.943  -0.159
N  0.827  0.722  0.849
O  -3.220  1.824  0.469
F  -3.777  -1.036  0.949
F  -3.806  -0.234  -1.013
F  -2.868  -2.119  -0.654
S  -0.131  1.919  0.574
H  -0.636  -2.127  -0.157
H  -3.991  1.255  0.276
H  2.273  -0.449  -1.269
H  1.671  -1.944  -1.320
H  3.422  -1.962  -1.064
H  3.132  -0.856  2.470
H  3.374  0.280  1.219
H  4.084  -1.264  1.085
H  0.981  2.822  -1.508
H  -0.636  3.558  -1.043
H  -0.522  1.878  -1.734
H  1.663  -2.350  1.207
H  -3.259  2.573  -0.167

Atoms 1-2, force components in eV/Å:
-0.782 -4.795 -0.934
0.307 1.595 0.565

Energy relative to the best compared isomer or geometry (same formula, charge and spin) ... 47.7 kcal/mol
Charge ... +1
HOMO ... -11.99 eV
DFT total energy ... -1178.067000 Eh

---

[6]
The following is a DFT calculation (ωB97M-V/def2-TZVPD) of a structure of composition C19H25HfN3SSi in a non-equilibrium geometry.

CARTESIAN COORDINATES (ANGSTROEM)
C  0.958  1.411  -0.371
C  -0.193  1.534  -1.217
C  -1.369  1.409  -0.418
H  -0.195  1.829  -2.263
C  -0.939  1.217  0.955
C  0.508  1.234  0.970
H  1.123  1.262  1.864
H  1.989  1.555  -0.691
H  -2.397  1.560  -0.754
H  -1.587  1.295  1.831
Hf  -0.231  -0.670  -0.289
C  -1.275  -2.684  -3.842
H  -2.159  -2.880  -3.236
H  -0.757  -3.645  -3.941
H  -1.623  -2.272  -4.797
Si  -0.233  -1.273  -3.163
C  1.527  -1.178  -3.887
C  2.182  0.056  -3.787
H  1.629  0.950  -3.467
C  3.539  0.167  -4.066
H  4.013  1.134  -3.987
C  4.286  -0.941  -4.476
H  5.321  -0.838  -4.764
C  3.635  -2.173  -4.576
H  4.196  -3.036  -4.922
C  2.272  -2.298  -4.300
H  1.762  -3.265  -4.417
C  -1.236  0.102  -3.993
C  -0.744  0.887  -5.031
H  0.220  0.638  -5.471
C  -1.531  1.958  -5.501
H  -1.168  2.566  -6.334
C  -2.783  2.200  -4.927
H  -3.420  2.999  -5.315
C  -3.283  1.390  -3.908
H  -4.274  1.545  -3.468
C  -2.524  0.307  -3.485
H  -2.933  -0.386  -2.749
H  -1.263  -0.976  -1.867
H  0.774  -1.117  -1.796
N  -1.816  -1.406  1.072
N  -1.290  -1.072  2.391
C  -0.032  -1.514  2.707
N  0.267  -1.625  4.012
S  1.141  -1.844  1.471
H  -2.089  -2.402  1.079
H  -2.734  -0.942  0.980
H  -1.998  -1.174  3.141
H  1.203  -1.928  4.262
H  -0.370  -1.395  4.776

Atoms 1-2, force components in eV/Å:
-0.697 0.760 0.021
-0.008 0.893 0.471

Energy relative to the best compared isomer or geometry (same formula, charge and spin) ... 5.6 kcal/mol
Charge ... +2
HOMO ... -13.89 eV
DFT total energy ... -1638.370111 Eh

---

[7]
The following is a DFT calculation (ωB97M-V/def2-TZVPD) of the molecule C4H5NO in a non-equilibrium geometry.

CARTESIAN COORDINATES (ANGSTROEM)
C  -1.558  -0.072  -0.606
C  -0.322  -0.089  0.248
O  -0.468  0.011  1.442
C  1.117  -0.179  -0.315
C  1.900  0.462  0.753
N  2.143  0.804  1.831
H  -2.185  0.684  -0.124
H  -2.058  -1.039  -0.489
H  -1.425  0.152  -1.666
H  1.230  0.199  -1.341
H  1.457  -1.221  -0.315

Atoms 1-2, force components in eV/Å:
-0.071 0.005 -0.156
-0.344 0.077 0.744

Energy relative to the best compared isomer or geometry (same formula, charge and spin) ... 22.7 kcal/mol
SMILES ... CC(=O)CC#N
HOMO ... -10.37 eV
DFT total energy ... -285.378436 Eh

---

Look up the energy relative to the best compared isomer or geometry (same formula, charge and spin) of the sixth one.
5.6 kcal/mol

---

Which value of energy relative to the best compared isomer or geometry (same formula, charge and spin) does entry 7 give?
22.7 kcal/mol

---

Number 7 is which compound?
C4H5NO

---

DFT total energy of number 7 (C4H5NO)?
-285.378436 Eh